No. 1
DFT (ωB97M-V/def2-TZVPD) results for 11 unconnected molecules or ions with the total composition C48H117N11O6 in a non-equilibrium geometry.

Geometry (Å):
C (-4.2369, 4.1431, 10.0227)
C (-3.0110, 4.6306, 10.7773)
N (-2.8765, 4.2535, 12.2010)
C (-4.0078, 4.7513, 12.9847)
C (-4.1341, 3.9973, 14.2737)
C (-1.5787, 4.5068, 12.7271)
C (-1.3758, 5.9324, 13.2312)
H (-5.0050, 4.9165, 10.0300)
H (-4.5701, 3.1421, 10.2968)
H (-3.9419, 4.1708, 8.9738)
H (-2.0849, 4.2732, 10.3271)
H (-2.8802, 5.6851, 10.5342)
H (-3.9040, 5.8294, 13.1068)
H (-4.9075, 4.5792, 12.3939)
H (-3.1807, 4.0471, 14.7997)
H (-4.8891, 4.3806, 14.9601)
H (-4.3077, 2.9413, 14.0669)
H (-0.9200, 4.2942, 11.8851)
H (-1.3163, 3.7854, 13.5010)
H (-0.3449, 5.9796, 13.5819)
H (-1.8265, 6.0275, 14.2191)
H (-1.6011, 6.6886, 12.4793)
C (1.1906, -2.5032, -0.3783)
C (0.3353, -1.5851, 0.5341)
N (-0.4554, -2.3661, 1.5195)
C (-1.2877, -1.4562, 2.3678)
C (-0.4311, -0.6056, 3.3336)
C (-1.0947, -3.6556, 1.1745)
C (-2.5585, -3.4495, 0.5828)
H (1.6051, -1.9439, -1.2171)
H (0.5400, -3.2279, -0.8677)
H (1.9504, -3.1083, 0.1163)
H (1.0523, -0.9500, 1.0544)
H (-0.3698, -0.9576, -0.0109)
H (-1.8332, -0.6796, 1.8317)
H (-1.9359, -2.1312, 2.9267)
H (-0.9520, 0.2200, 3.8185)
H (-0.2602, -1.2400, 4.2033)
H (0.4776, -0.2131, 2.8771)
H (-1.2401, -4.2085, 2.1025)
H (-0.5324, -4.2178, 0.4290)
H (-3.2780, -2.9012, 1.1909)
H (-2.9103, -4.4382, 0.2880)
H (-2.6367, -2.7739, -0.2690)
C (-0.8785, 0.7400, -8.5253)
C (-0.6306, 1.4450, -9.8244)
N (-1.8962, 1.5667, -10.5916)
C (-1.7665, 2.6072, -11.6388)
C (-1.6839, 3.9739, -11.0558)
C (-2.4027, 0.3205, -11.2184)
C (-1.5547, -0.2790, -12.3153)
H (-1.6221, -0.0430, -8.6740)
H (-1.1829, 1.5110, -7.8175)
H (-0.0963, 0.1469, -8.0516)
H (-0.1311, 2.3958, -9.6383)
H (0.1164, 0.8999, -10.4013)
H (-0.8913, 2.3567, -12.2382)
H (-2.6695, 2.6591, -12.2471)
H (-1.9598, 4.8014, -11.7094)
H (-2.5903, 3.8721, -10.4590)
H (-0.9289, 4.2330, -10.3136)
H (-3.3953, 0.4381, -11.6530)
H (-2.4371, -0.4761, -10.4752)
H (-0.5023, -0.3562, -12.0422)
H (-1.6451, 0.4106, -13.1546)
H (-1.7886, -1.2684, -12.7084)
C (7.6893, -1.5763, -10.1273)
C (7.1291, -2.5481, -9.1737)
N (6.7357, -3.8433, -9.7148)
C (7.8578, -4.7057, -10.3078)
C (9.1064, -4.7777, -9.3783)
C (5.7122, -3.6985, -10.7723)
C (4.8753, -4.9959, -10.9531)
H (8.5666, -2.0007, -10.6155)
H (8.0985, -0.6130, -9.8226)
H (7.0147, -1.5319, -10.9823)
H (7.8558, -2.6199, -8.3644)
H (6.3147, -2.1720, -8.5544)
H (8.1516, -4.3593, -11.2986)
H (7.3916, -5.6907, -10.3329)
H (9.7674, -3.9211, -9.2469)
H (9.7197, -5.6372, -9.6491)
H (8.8207, -4.9280, -8.3372)
H (5.0107, -2.9332, -10.4402)
H (6.0879, -3.5051, -11.7771)
H (4.0512, -4.8589, -11.6532)
H (5.3970, -5.8093, -11.4572)
H (4.5021, -5.4066, -10.0149)
C (5.0393, 5.5423, 7.7727)
C (5.5516, 7.0140, 7.7135)
N (5.1326, 7.7596, 6.5455)
C (6.1088, 7.7625, 5.4225)
C (6.4591, 6.4130, 4.8790)
C (4.7434, 9.1439, 6.8788)
C (3.4479, 9.0236, 7.6100)
H (5.4977, 5.0408, 6.9203)
H (4.0134, 5.4257, 7.4235)
H (5.2174, 4.9663, 8.6808)
H (5.3680, 7.5932, 8.6184)
H (6.6413, 7.0040, 7.7347)
H (5.7186, 8.2759, 4.5437)
H (6.9309, 8.4279, 5.6863)
H (7.1790, 6.5303, 4.0690)
H (6.9853, 5.7973, 5.6084)
H (5.5857, 5.9459, 4.4239)
H (4.7015, 9.8224, 6.0268)
H (5.5513, 9.4945, 7.5211)
H (2.7238, 8.5450, 6.9506)
H (2.9766, 9.9737, 7.8614)
H (3.4562, 8.4243, 8.5204)
C (6.6747, 4.4348, -3.5172)
C (5.2082, 4.7324, -3.4306)
O (4.4784, 4.0683, -2.6536)
N (4.5157, 5.5792, -4.2068)
C (5.0651, 6.6383, -5.1648)
H (7.2326, 5.0340, -2.7977)
H (7.0715, 4.6818, -4.5019)
H (6.8447, 3.3857, -3.2749)
H (3.5398, 5.7422, -4.0039)
H (4.1906, 7.0448, -5.6729)
H (5.6778, 6.2123, -5.9593)
H (5.5122, 7.4399, -4.5770)
C (-2.4870, -8.5373, -5.4719)
C (-3.8457, -8.0638, -5.9064)
O (-3.9574, -7.1164, -6.7052)
N (-4.9634, -8.5817, -5.4110)
C (-5.0487, -9.5532, -4.2935)
H (-2.4654, -8.9190, -4.4512)
H (-1.7621, -7.7285, -5.5638)
H (-2.1369, -9.3991, -6.0401)
H (-5.8859, -8.2999, -5.7105)
H (-5.5106, -8.9836, -3.4871)
H (-4.1524, -9.9411, -3.8094)
H (-5.6226, -10.4347, -4.5792)
C (5.1197, -4.6965, 5.0642)
C (5.6107, -6.0266, 4.5726)
O (5.5351, -6.9951, 5.2698)
N (6.2275, -6.0935, 3.4122)
C (6.7057, -7.3748, 2.8719)
H (5.2752, -4.7210, 6.1428)
H (4.0971, -4.5533, 4.7151)
H (5.6726, -3.8173, 4.7335)
H (6.2349, -5.3333, 2.7472)
H (7.3751, -7.8411, 3.5948)
H (7.3507, -7.2486, 2.0023)
H (5.9621, -8.1611, 2.7421)
C (-15.6317, -3.0070, -1.2380)
C (-14.2829, -3.7062, -1.6348)
O (-14.2713, -4.3206, -2.7167)
N (-13.1941, -3.6762, -0.8047)
C (-11.9340, -4.3425, -1.1339)
H (-15.8896, -2.2445, -1.9730)
H (-15.6713, -2.5184, -0.2644)
H (-16.4386, -3.7360, -1.3117)
H (-13.1981, -3.1561, 0.0611)
H (-11.5243, -5.0247, -0.3891)
H (-11.1384, -3.5978, -1.1090)
H (-11.7995, -4.7870, -2.1200)
C (-6.6260, -6.8419, 6.6815)
C (-5.4293, -6.1023, 7.3228)
O (-5.5835, -5.0591, 7.8346)
N (-4.2286, -6.7209, 7.1794)
C (-3.0321, -5.9872, 7.6798)
H (-7.3260, -7.4203, 7.2844)
H (-6.2381, -7.6475, 6.0580)
H (-7.2813, -6.2514, 6.0412)
H (-4.1357, -7.6030, 6.6962)
H (-2.1498, -6.0436, 7.0423)
H (-2.7912, -6.4044, 8.6575)
H (-3.2640, -4.9277, 7.7888)
C (-0.7620, 6.7522, 1.3526)
C (-2.0253, 6.0867, 0.7316)
O (-3.0612, 6.5942, 1.0540)
N (-1.8908, 5.0664, -0.1348)
C (-3.0494, 4.2904, -0.5352)
H (-0.7851, 7.8405, 1.4079)
H (0.1525, 6.2553, 1.0289)
H (-0.5846, 6.5710, 2.4127)
H (-1.0086, 4.5914, -0.2618)
H (-3.1719, 4.4588, -1.6051)
H (-3.9535, 4.5268, 0.0259)
H (-2.9627, 3.2069, -0.4539)

Calculated values
Orbital gap   8.39 eV
E   -80344.4176 eV
SMILES   CCN(CC)CC.CCN(CC)CC.CCN(CC)CC.CCN(CC)CC.CCN(CC)CC.CNC(C)=O.CNC(C)=O.CNC(C)=O.CNC(C)=O.CNC(C)=O.CNC(C)=O
Strongest force on any atom   0.081 Eh/bohr
Energy above the lowest of the compared OMol25 structures with the same formula, charge and spin   792.0 kJ/mol



No. 2
DFT (ωB97M-V/def2-TZVPD) results for a molecular structure, C35H30CrN3O6P2SSe2.

Geometry (Å):
Cr (2.1793, 0.5555, -2.2563)
O (6.3993, 4.8272, -1.4553)
C (5.5628, 3.9886, -1.6407)
C (4.0462, 4.1973, -1.5616)
O (3.4927, 5.2359, -1.2859)
C (3.4799, 2.8882, -1.8870)
C (4.4894, 1.9532, -2.1388)
O (4.1587, 0.7289, -2.4385)
C (5.8157, 2.5263, -2.0049)
O (6.9030, 2.0023, -2.1377)
O (2.2433, 2.5265, -1.9607)
Se (-5.1234, 0.0756, -2.0463)
P (-3.5685, 0.0611, -0.6293)
C (-3.7480, 1.4895, 0.4766)
C (-3.6367, 2.7457, -0.1300)
C (-3.8131, 3.8997, 0.6143)
C (-4.1121, 3.8165, 1.9706)
C (-4.2364, 2.5760, 2.5749)
C (-4.0559, 1.4141, 1.8286)
C (-3.6191, -1.4673, 0.3514)
C (-4.7501, -1.7596, 1.1193)
C (-4.8570, -2.9813, 1.7692)
C (-3.8537, -3.9352, 1.6309)
C (-2.7432, -3.6600, 0.8480)
C (-2.6221, -2.4278, 0.2148)
C (-1.8839, 0.1733, -1.3115)
C (-0.5600, 0.2667, -0.8553)
N (0.1948, 0.4054, -1.9650)
N (-0.5833, 0.3520, -3.0371)
N (-1.8333, 0.2109, -2.6698)
P (0.3077, 0.3786, 0.7345)
Se (2.4303, 0.2280, 0.6548)
C (-0.3506, -0.8914, 1.8558)
C (0.2988, -2.1194, 1.9456)
C (-0.1841, -3.0993, 2.8048)
C (-1.3063, -2.8534, 3.5848)
C (-1.9461, -1.6262, 3.5096)
C (-1.4666, -0.6487, 2.6459)
C (-0.1540, 1.9757, 1.4386)
C (-0.5847, 3.0027, 0.6097)
C (-0.7819, 4.2770, 1.1321)
C (-0.5616, 4.5196, 2.4765)
C (-0.1264, 3.4920, 3.3102)
C (0.0900, 2.2262, 2.7926)
H (-3.4190, 2.8090, -1.1908)
H (-3.7142, 4.8682, 0.1373)
H (-4.2420, 4.7199, 2.5557)
H (-4.4684, 2.5067, 3.6313)
H (-4.1562, 0.4508, 2.3097)
H (-5.5619, -1.0442, 1.1721)
H (-5.7363, -3.2008, 2.3644)
H (-3.9443, -4.8956, 2.1279)
H (-1.9622, -4.4028, 0.7322)
H (-1.7539, -2.2159, -0.3967)
H (1.1905, -2.2879, 1.3520)
H (0.3225, -4.0552, 2.8703)
H (-1.6807, -3.6192, 4.2554)
H (-2.8206, -1.4287, 4.1198)
H (-1.9500, 0.3156, 2.6002)
H (-0.7315, 2.8204, -0.4476)
H (-1.0960, 5.0809, 0.4781)
H (-0.7136, 5.5150, 2.8786)
H (0.0634, 3.6863, 4.3593)
H (0.4647, 1.4345, 3.4312)
C (3.0451, -4.1551, -4.1993)
C (2.5629, -4.0872, -2.7544)
S (2.8904, -2.5804, -1.8554)
O (2.2929, -1.5013, -2.7579)
C (4.6879, -2.4168, -1.9431)
C (5.2685, -1.9163, -3.2635)
H (2.5012, -4.9394, -4.7318)
H (4.1081, -4.3824, -4.2597)
H (2.8590, -3.2112, -4.7146)
H (2.9582, -4.8904, -2.1218)
H (1.4721, -4.1315, -2.7048)
H (5.0794, -3.3899, -1.6268)
H (4.8812, -1.6964, -1.1483)
H (5.4961, -2.7293, -3.9485)
H (6.1821, -1.3612, -3.0510)
H (4.5949, -1.2145, -3.7421)

Calculated values
Orbital gap (alpha / beta)   6.00 / 6.29 eV
E   -242068.3053 eV
Strongest force on any atom   0.017 Eh/bohr
2S+1   5
Energy above the lowest of the compared OMol25 structures with the same formula, charge and spin   22.5 kJ/mol
⟨S²⟩   6.01
Total charge   -1



No. 3
DFT (ωB97M-V/def2-TZVPD) results for 5 unconnected molecules or ions with the total composition C24H30FN5O2S in a non-equilibrium geometry.

Geometry (Å):
C (-3.0126, -3.4567, 2.5037)
C (-2.2547, -2.7680, 1.1858)
C (-2.8374, -2.7961, -0.3466)
C (-1.9344, -2.0164, -1.5177)
C (-0.5198, -1.2246, -1.2134)
C (0.0276, -1.2407, 0.3449)
C (1.4322, -0.4723, 0.8162)
N (1.2380, 0.9960, 1.1304)
S (0.1801, 1.2642, 2.4945)
O (-1.3461, 1.1065, 2.1377)
O (0.4567, 0.3007, 3.6741)
F (0.3356, 2.9202, 3.0315)
C (-0.8195, -2.0100, 1.5201)
H (-3.9876, -4.0415, 2.2028)
H (-3.3703, -2.5311, 3.1643)
H (-2.2335, -4.0873, 3.1080)
H (-3.8358, -3.3465, -0.6167)
H (-2.3380, -2.0042, -2.6393)
H (0.0634, -0.6625, -2.0621)
H (1.9485, -1.0870, 1.6845)
H (2.1294, -0.5108, -0.1521)
H (2.1398, 1.5202, 1.2006)
H (-0.3889, -2.0111, 2.6301)
N (-0.6346, 3.7942, 5.6839)
C (-1.3565, 4.9166, 5.9962)
C (-1.7219, 4.8327, 7.3212)
C (-1.1969, 3.6197, 7.8274)
C (-0.5277, 3.0000, 6.7959)
H (-0.2415, 3.5850, 4.7754)
H (-1.5493, 5.6761, 5.2504)
H (-2.3028, 5.5665, 7.8648)
H (-1.2957, 3.2396, 8.8360)
H (0.0129, 2.0636, 6.7578)
N (0.0109, -3.4363, -3.8990)
C (-0.0298, -4.6014, -3.1783)
C (0.2647, -5.6407, -4.0324)
C (0.4969, -5.0820, -5.3120)
C (0.3364, -3.7191, -5.2001)
H (-0.1701, -2.5124, -3.5286)
H (-0.2657, -4.5915, -2.1227)
H (0.3088, -6.6879, -3.7627)
H (0.7541, -5.6164, -6.2174)
H (0.4245, -2.9285, -5.9333)
N (2.4697, -0.2650, -3.9794)
C (3.6280, 0.4664, -4.0225)
C (4.6396, -0.3072, -3.4987)
C (4.0726, -1.5511, -3.1321)
C (2.7322, -1.4987, -3.4428)
H (1.5633, 0.0550, -4.2951)
H (3.6329, 1.4726, -4.4198)
H (5.6745, -0.0083, -3.3931)
H (4.5868, -2.3946, -2.6899)
H (1.9445, -2.2312, -3.3270)
N (-0.0507, 3.3555, -0.4565)
C (-1.2363, 3.9682, -0.1443)
C (-1.7568, 4.5028, -1.3016)
C (-0.8564, 4.1966, -2.3498)
C (0.1866, 3.4852, -1.8002)
H (0.5541, 2.8811, 0.2014)
H (-1.6062, 3.9728, 0.8723)
H (-2.6854, 5.0528, -1.3824)
H (-0.9581, 4.4655, -3.3932)
H (1.0756, 3.0623, -2.2489)

Calculated values
Orbital gap   6.41 eV
E   -50460.4728 eV
SMILES   Cc1cccc(CNS(=O)(=O)F)c1.c1cc[nH]c1.c1cc[nH]c1.c1cc[nH]c1.c1cc[nH]c1
Strongest force on any atom   0.163 Eh/bohr



No. 4
DFT (ωB97M-V/def2-TZVPD) results for 15 unconnected molecules or ions with the total composition C5H36O15 in a non-equilibrium geometry.

Geometry (Å):
C (-0.6909, -1.1552, 0.9570)
C (-0.5537, -0.4086, -0.3079)
C (-0.3218, 0.9274, -0.3588)
O (-0.3661, 1.5663, 0.8435)
C (-0.3874, 1.7993, -1.5449)
C (-1.2830, 2.7703, -1.6623)
H (0.0145, -2.0158, 0.9561)
H (-0.5284, -0.5379, 1.8567)
H (-1.7059, -1.5691, 1.1135)
H (-0.5267, -0.9308, -1.2633)
H (0.0318, 2.5093, 0.8973)
H (0.5630, 1.6975, -2.1471)
H (-2.0271, 2.7490, -0.8402)
H (-1.3269, 3.5466, -2.3915)
H (0.5465, -2.6308, -1.3589)
H (0.9984, -3.9524, -0.9919)
O (0.5069, -3.2362, -0.5666)
H (1.8502, 0.6358, 1.4121)
H (2.1769, -0.8579, 1.9095)
O (2.4236, 0.1136, 2.0043)
H (2.6867, 2.3974, -1.1070)
H (3.2612, 2.0633, 0.3341)
O (2.6303, 2.5812, -0.1671)
H (-2.2204, 2.0710, 1.8195)
H (-2.2377, 0.6040, 1.9543)
O (-2.8424, 1.3498, 1.9620)
H (4.0616, 0.8645, -2.8188)
H (3.7229, 0.1945, -1.4418)
O (3.3290, 0.6342, -2.2318)
H (-2.9751, 0.1106, -2.1087)
H (-2.9570, -0.6237, -3.4302)
O (-2.6040, -0.6919, -2.5380)
H (4.9737, -0.8465, 0.3080)
H (3.6557, -0.2460, 0.8525)
O (4.3429, -0.1405, 0.1543)
H (1.7167, -1.1198, -2.1304)
H (0.5268, -1.1314, -3.1151)
O (1.2058, -1.6905, -2.7286)
H (-4.0587, 1.7398, 0.2059)
H (-4.1803, 0.2297, -0.1024)
O (-4.4511, 1.1118, -0.4705)
H (0.9954, 1.0277, 4.8828)
H (1.5066, 0.2166, 3.7479)
O (1.1124, 0.1008, 4.6260)
H (-3.4808, -1.6048, -1.3196)
H (-3.7881, -2.8647, -0.4366)
O (-4.0391, -1.9561, -0.6213)
H (2.1538, -3.0287, 2.1372)
H (1.4156, -2.4981, 0.8509)
O (2.2058, -2.3739, 1.4320)
H (-1.3037, -3.3260, 0.3462)
H (-1.5544, -4.5863, -0.4592)
O (-2.0306, -3.9529, 0.0830)
H (0.4501, 4.9276, 0.2435)
H (1.4824, 3.9135, 0.5194)
O (0.5296, 4.0412, 0.6249)

Calculated values
Orbital gap   8.47 eV
E   -36481.4685 eV
Strongest force on any atom   0.051 Eh/bohr
Energy above the lowest of the compared OMol25 structures with the same formula, charge and spin   139.7 kJ/mol



No. 5
DFT (ωB97M-V/def2-TZVPD) results for 2 unconnected molecules or ions with the total composition CH3F3NS in a non-equilibrium geometry.

Geometry (Å):
C (0.2945, 0.1437, 0.0751)
N (1.3172, -0.1094, 0.8139)
F (3.4909, -1.2852, -0.3781)
F (3.3030, 1.0216, -0.6879)
F (5.2560, 0.1789, 0.0160)
S (3.7551, -0.0050, 0.4413)
H (-0.2670, -0.8240, -0.5230)
H (0.5754, 0.6790, -0.8278)
H (-0.6228, 0.6265, 0.6204)

Calculated values
Orbital gap (alpha / beta)   8.30 / 7.81 eV
E   -21549.5336 eV
Strongest force on any atom   0.109 Eh/bohr
Energy above the lowest of the compared OMol25 structures with the same formula, charge and spin   304.7 kJ/mol
Total charge   +1



No. 6
DFT (ωB97M-V/def2-TZVPD) results for 2 unconnected molecules or ions with the total composition C3H3FO3 in a non-equilibrium geometry.

Geometry (Å):
C (0.6644, 0.7505, -1.2042)
C (-0.8641, 1.2289, -2.1234)
C (0.1054, 0.0324, -0.0444)
O (1.7107, 0.9411, -1.7638)
O (-1.2750, 2.2976, -1.7878)
O (-0.8535, 0.2110, -2.7953)
F (-2.2255, -0.2421, -3.8477)
H (-0.6669, -0.7029, -0.2717)
H (-0.5225, 0.5615, 0.6227)
H (0.8864, -0.2720, 0.7193)

Calculated values
Orbital gap (alpha / beta)   9.07 / 8.22 eV
E   -12014.3893 eV
Strongest force on any atom   0.073 Eh/bohr
Energy above the lowest of the compared OMol25 structures with the same formula, charge and spin   465.7 kJ/mol